1.
Computed, not measured: a structure of composition C42H48Br73NO2S in a non-equilibrium geometry, with wB97M-V/def2-TZVPD.

Summary:
HOMO energy   -8.737 eV
Multiplicity   1
Total energy   -5173846.32451 eV
LUMO level   -0.3 eV

```
167
Properties=species:S:1:pos:R:3:lowdin_charge:R:1
C 6.20403 2.71172 -3.30866 -0.110
C 4.86361 2.73158 -2.60615 -0.375
C 4.60669 3.64038 -1.58222 -0.205
C 3.36440 3.71099 -0.93475 -0.091
C 2.31302 2.86370 -1.27059 -0.220
C 1.01355 3.07932 -0.51654 -0.069
C 0.24493 1.85118 0.03538 -0.370
C -0.36637 2.43020 1.36075 -0.129
C 0.97902 0.59179 0.51559 -0.629
Br 2.69549 0.75271 1.39196 0.805
O 0.86050 -0.39678 -0.52018 0.004
C -0.06261 0.05116 -1.44234 -0.443
O -0.10555 -0.41781 -2.53546 0.165
C -0.87510 1.20454 -0.81446 -0.261
C -1.99182 0.43491 -0.00454 -0.130
C -2.55281 -0.75854 -0.76192 -0.213
N -2.51095 -1.93312 -0.28911 0.036
C -1.67571 2.12826 -1.75952 -0.098
C -0.98004 2.47750 -3.10035 -0.231
C -1.10946 3.98188 -3.46430 -0.512
S 0.43664 4.60275 -4.24804 0.663
C 2.56997 1.95163 -2.30179 -0.062
C 3.79666 1.84859 -2.94768 -0.171
H 6.11086 3.15150 -4.30831 0.066
H 6.61477 1.71287 -3.43299 0.044
H 6.94115 3.32613 -2.78840 -0.007
H 5.34535 4.36533 -1.26646 0.060
H 3.23914 4.46584 -0.16725 0.111
H 1.23688 3.73179 0.32734 0.098
H 0.33625 3.66419 -1.14996 0.115
H 0.43382 2.77802 2.02000 0.076
H -0.95343 3.32139 1.11658 0.016
H -0.93759 1.69869 1.92979 0.048
H 0.35956 0.15233 1.29847 0.086
H -2.81626 1.14544 0.12513 0.098
H -1.67677 0.09726 0.98308 0.082
H -3.01121 -0.65641 -1.74684 0.119
H -2.07895 -1.91628 0.63813 -0.108
H -1.81424 3.05813 -1.19704 0.119
H -2.64374 1.68336 -1.98304 0.117
H -1.36104 1.84260 -3.89988 0.121
H 0.08220 2.27173 -3.00845 0.047
H -1.87991 4.15409 -4.21361 0.060
H -1.27517 4.57683 -2.56644 0.054
H 1.31213 3.57804 -4.15762 -0.148
H 1.79584 1.27880 -2.64754 0.099
H 3.97793 1.12304 -3.72465 0.099
C -0.26636 -4.35614 -0.31544 -1.582
Br -1.02070 -4.43211 1.46063 0.555
Br 1.58095 -4.89172 -0.32418 0.552
Br -1.31828 -5.36654 -1.57087 0.585
H -0.29519 -3.32098 -0.62687 -0.052
C -1.89715 5.60853 3.43557 -1.585
Br -3.52946 6.59396 3.17470 0.565
Br -2.23404 3.72684 3.70650 0.626
Br -0.64591 5.91942 2.00063 0.620
H -1.43845 5.98081 4.34010 -0.028
C -3.04928 -6.77418 4.35945 -1.594
Br -4.39890 -6.96608 2.99385 0.568
Br -1.31006 -7.32714 3.73511 0.527
Br -3.01915 -4.98432 5.07954 0.528
H -3.31989 -7.43641 5.16922 -0.031
C -4.67232 9.59964 0.28319 -1.624
Br -5.43241 9.50677 2.05213 0.522
Br -2.82062 9.06582 0.26371 0.555
Br -5.71732 8.60281 -0.99309 0.578
H -4.70656 10.63725 -0.01780 -0.063
C -0.32638 -4.88594 8.48762 -1.624
Br -0.69485 -2.99742 8.41492 0.570
Br -1.94331 -5.92632 8.58918 0.520
Br 0.79782 -5.45831 7.04219 0.536
H 0.21864 -5.07014 9.40369 -0.089
C 0.28132 -8.25987 10.92732 -1.607
Br 0.84190 -9.62866 12.16060 0.581
Br -0.03279 -6.58288 11.83463 0.600
Br 1.52344 -8.06335 9.46229 0.591
H -0.66338 -8.57593 10.50599 -0.033
C 9.97303 4.78409 -3.92237 -1.608
Br 9.00664 5.10838 -2.28507 0.588
Br 11.16972 3.28055 -3.76570 0.575
Br 8.77954 4.58879 -5.42040 0.580
H 10.58047 5.65707 -4.11212 -0.030
C -4.69798 -1.27856 3.07038 -1.560
Br -3.38179 -2.48195 2.34416 0.644
Br -5.01431 -1.60866 4.94543 0.545
Br -4.24299 0.57031 2.74167 0.623
H -5.62564 -1.47601 2.55062 -0.046
C -3.54752 -7.41726 13.29492 -1.654
Br -3.03859 -9.17803 13.88835 0.568
Br -4.16819 -7.43603 11.47037 0.546
Br -4.83361 -6.60358 14.47562 0.580
H -2.65721 -6.80470 13.32012 -0.077
C -5.60477 -5.21569 -3.26144 -1.627
Br -4.27301 -6.42067 -3.96664 0.572
Br -5.91345 -5.51580 -1.38147 0.591
Br -5.17038 -3.38158 -3.63383 0.589
H -6.53152 -5.42918 -3.77690 -0.057
C -7.23554 -9.11022 -5.12424 -1.648
Br -6.79431 -10.87634 -4.49589 0.578
Br -7.86238 -9.13089 -6.94643 0.569
Br -8.48779 -8.22922 -3.95153 0.567
H -6.32359 -8.52919 -5.10783 -0.075
C 5.71160 -1.87522 -1.75713 -1.559
Br 5.39986 0.03650 -1.70487 0.777
Br 4.06409 -2.84402 -1.52667 0.566
Br 6.64708 -2.41633 -3.35499 0.554
H 6.35260 -2.11690 -0.92038 -0.027
C 2.62686 -8.49616 2.15984 -1.605
Br 2.11352 -6.78691 2.88812 0.474
Br 1.30816 -9.15158 0.91836 0.580
Br 4.38708 -8.43419 1.37884 0.588
H 2.66716 -9.19470 2.98293 -0.027
C -8.59743 -4.93042 1.47036 -1.644
Br -7.70160 -4.01425 2.91151 0.572
Br -8.48114 -6.84478 1.67230 0.557
Br -10.42091 -4.34198 1.27294 0.581
H -8.07994 -4.67328 0.55645 -0.080
C 10.37248 -3.87746 -4.50998 -1.638
Br 8.94040 -4.00244 -5.79708 0.551
Br 12.06906 -4.35768 -5.28770 0.569
Br 10.43921 -2.14286 -3.67147 0.548
H 10.16334 -4.59833 -3.73296 -0.029
C 2.35304 7.01927 -7.34330 -1.582
Br 3.17672 5.47604 -6.54276 0.565
Br 2.13697 8.44204 -6.05747 0.621
Br 3.30434 7.60603 -8.91567 0.596
H 1.36091 6.72767 -7.65715 -0.026
C -3.93608 -1.38216 10.48400 -1.636
Br -3.45292 -3.15404 11.06497 0.539
Br -4.44246 -1.35584 8.62339 0.542
Br -5.29768 -0.60902 11.60702 0.581
H -3.05492 -0.76436 10.58072 -0.030
C 4.00566 -3.05767 5.80495 -1.627
Br 5.33067 -3.67766 7.05921 0.575
Br 4.66124 -1.59636 4.73212 0.568
Br 3.33801 -4.49678 4.71002 0.499
H 3.17206 -2.68127 6.38194 -0.035
C 5.67372 9.17634 -6.19797 -1.648
Br 6.35960 7.65273 -5.24233 0.557
Br 5.65635 10.76157 -5.09941 0.599
Br 6.60662 9.46253 -7.85732 0.572
H 4.64716 8.95534 -6.44793 -0.144
C 3.62766 8.56250 -2.54929 -1.644
Br 4.77591 9.29732 -1.18768 0.574
Br 3.67362 6.63817 -2.56230 0.626
Br 1.82297 9.23196 -2.40007 0.553
H 4.01403 8.89760 -3.50289 -0.116
C 8.34606 2.75327 1.43511 -1.605
Br 6.86052 2.62240 0.20848 0.667
Br 10.02111 2.31225 0.58664 0.563
Br 8.41257 4.48217 2.29047 0.572
H 8.18380 2.02081 2.21268 -0.032
C -6.18132 -2.84415 -7.49635 -1.644
Br -7.83669 -1.89361 -7.76312 0.575
Br -6.47946 -4.71225 -7.13760 0.556
Br -4.96480 -2.59285 -8.96724 0.565
H -5.71226 -2.42434 -6.61752 -0.065
C -3.85510 -5.50320 -12.38606 -1.640
Br -2.41063 -4.94491 -11.23661 0.555
Br -4.89233 -6.91808 -11.58940 0.564
Br -4.96545 -4.01968 -12.92112 0.556
H -3.40762 -5.90287 -13.28422 -0.034
C -6.88006 13.22653 2.86867 -1.629
Br -5.79855 12.47178 4.27292 0.554
Br -5.92132 13.31283 1.19556 0.572
Br -8.55614 12.29568 2.68227 0.570
H -7.10876 14.24291 3.15379 -0.032
```

***

2.
Computed, not measured: a structure of composition C44H52BrN4OS4TaTe, with wB97M-V/def2-TZVPD.

Summary:
HOMO energy   -7.276 eV
Multiplicity   1
Total energy   -176708.79427 eV
LUMO level   -0.6 eV

```
108
Properties=species:S:1:pos:R:3:lowdin_charge:R:1
Ta 0.38415 -0.18853 -0.85608 1.378
C 0.05598 -3.55926 0.75698 -0.047
C 0.31973 -2.73280 1.98329 -0.197
C -0.16452 -3.16940 3.20980 -0.048
C 0.12410 -2.49279 4.38270 -0.072
C 0.93900 -1.37947 4.33448 -0.064
C 1.44903 -0.90620 3.12799 -0.230
C 2.37964 0.28458 3.21318 -0.040
C 1.10388 -1.56663 1.93216 -0.229
N 1.56540 -1.08536 0.66027 -0.122
C 2.93337 -1.09342 0.43818 -0.332
C 3.86640 -1.95246 1.24501 -0.010
C 3.36068 -0.37939 -0.63317 -0.322
C 4.81691 -0.28086 -0.99379 -0.018
N 2.34474 0.25232 -1.35859 -0.110
C 2.81548 1.15280 -2.38655 -0.246
C 3.07262 2.47974 -2.02231 -0.215
C 2.97831 2.92801 -0.59188 -0.021
C 3.46549 3.38098 -3.00168 -0.038
C 3.64542 2.97306 -4.31364 -0.070
C 3.48299 1.63914 -4.63511 -0.045
C 3.08379 0.70643 -3.68069 -0.223
C 2.98383 -0.73828 -4.08353 -0.064
H -0.27981 -4.55528 1.04526 0.086
H 0.95120 -3.65417 0.14317 0.070
H -0.71958 -3.11703 0.12912 0.032
H -0.75743 -4.07562 3.24139 0.106
H -0.26095 -2.84757 5.33010 0.106
H 1.20554 -0.86225 5.24950 0.117
H 3.18178 0.06715 3.91998 0.093
H 1.85746 1.16578 3.59731 0.077
H 2.84450 0.54457 2.26612 0.060
H 3.32106 -2.60941 1.91951 0.085
H 4.55902 -1.35810 1.84655 0.086
H 4.46900 -2.57390 0.58079 0.089
H 5.42269 -0.13345 -0.09837 0.082
H 5.01288 0.54828 -1.66909 0.081
H 5.17664 -1.19262 -1.48094 0.090
H 3.52850 2.25045 0.06905 0.078
H 1.94484 2.98016 -0.25222 0.049
H 3.40716 3.92325 -0.47935 0.085
H 3.64304 4.41306 -2.72390 0.111
H 3.94451 3.68577 -5.07103 0.104
H 3.67531 1.29813 -5.64577 0.113
H 3.72901 -0.95978 -4.84795 0.084
H 2.00282 -0.97034 -4.49882 0.048
H 3.14277 -1.41343 -3.24390 0.049
O -3.91132 -4.85972 -3.88359 -0.049
C -3.18192 -4.08634 -3.33298 -1.001
S -1.43197 -3.99277 -3.64252 0.980
C -1.12782 -2.63850 -2.58365 -1.109
C -2.17468 -2.10179 -1.94621 -1.130
S -2.03209 -0.77193 -0.82816 0.459
S -3.74599 -2.81022 -2.23064 0.973
S 0.50205 -2.04674 -2.38127 0.606
N -0.11440 2.60216 1.41706 -0.017
N 0.40300 1.30713 1.07523 -0.107
H 0.12179 2.80055 2.38594 0.079
H -1.12620 2.53062 1.37831 -0.024
H 0.22007 0.63984 1.82627 0.047
H 1.41180 1.40780 1.01364 0.046
C -3.17079 5.20716 6.55714 -0.048
C -3.25304 4.25663 5.39443 -0.264
C -4.09830 4.50117 4.32302 -0.015
C -4.18679 3.62981 3.24099 -0.314
C -5.13455 3.96459 2.11812 -0.103
C -3.39580 2.47446 3.23911 -0.414
Te -3.45384 1.23987 1.50794 1.369
C -2.51410 2.21468 4.29824 -0.296
C -1.57312 1.03738 4.32687 -0.067
C -2.47186 3.10914 5.36230 -0.019
H -3.92400 5.99002 6.48098 0.074
H -2.19084 5.68627 6.59974 0.083
H -3.31916 4.68288 7.50210 0.082
H -4.71652 5.39214 4.32767 0.115
H -5.68116 4.87909 2.34298 0.075
H -5.85425 3.16095 1.95608 0.066
H -4.60939 4.11900 1.17288 0.068
H -1.99781 0.13342 3.89765 0.045
H -1.27596 0.81555 5.35209 0.084
H -0.65606 1.26392 3.77153 0.051
H -1.80365 2.89954 6.19180 0.120
C -3.96455 -3.98238 2.02593 -0.034
C -4.63009 -3.02528 3.02552 -0.616
C -4.16402 -3.34399 4.45134 -0.043
C -6.15548 -3.15496 2.93513 -0.048
C -4.23295 -1.65318 2.67804 -0.108
C -3.92132 -0.53288 2.36028 -0.439
H -4.23768 -5.01282 2.26286 0.090
H -2.87868 -3.88774 2.06570 0.066
H -4.28436 -3.76362 1.00652 0.077
H -4.43825 -4.36913 4.70862 0.087
H -4.63075 -2.67024 5.17110 0.088
H -3.08257 -3.23877 4.53443 0.069
H -6.45471 -4.17464 3.18602 0.086
H -6.50322 -2.92981 1.92678 0.089
H -6.64411 -2.46919 3.62784 0.087
Br -1.14592 4.91772 -5.27542 0.716
C -0.73374 3.55954 -4.01685 -0.697
C -0.42277 2.28690 -4.46022 -0.124
C -0.11080 1.30732 -3.52937 -0.137
C -0.07507 1.55796 -2.14581 -0.310
C -0.42082 2.85528 -1.75445 -0.129
C -0.74778 3.85117 -2.66681 -0.131
H -0.42207 2.06092 -5.51809 0.102
H 0.12355 0.32051 -3.91036 0.064
H -0.42604 3.13177 -0.71055 0.054
H -1.00186 4.84639 -2.32636 0.099
```

***

3.
Computed, not measured: the molecule C6H12O, with wB97M-V/def2-TZVPD.

Summary:
HOMO energy   -9.720 eV
Multiplicity   1
Total energy   -8462.63022 eV
SMILES   C[C@H](O)C1(C)CC1
LUMO level   0.9 eV

```
19
Properties=species:S:1:pos:R:3:lowdin_charge:R:1
C 0.00038 -1.81805 0.50047 -0.034
C 0.91202 -0.60232 0.09380 -0.362
O 1.75193 -0.17306 1.15942 -0.034
C -0.03515 0.50617 -0.27982 -0.534
C -0.63350 0.39253 -1.65984 -0.032
C -0.97457 0.78557 0.82579 -0.099
C -0.00380 1.88417 0.27954 -0.043
H 0.49571 -2.35744 1.30560 0.074
H -0.16295 -2.45976 -0.36607 0.070
H -1.02136 -1.62459 0.88520 0.080
H 1.55483 -0.84957 -0.77071 0.148
H 2.61093 -0.59942 1.06105 0.097
H -0.95222 -0.63627 -1.85360 0.080
H -1.51077 1.04322 -1.75367 0.089
H 0.09237 0.68784 -2.42671 0.088
H -0.63798 0.38554 1.78685 0.106
H -2.03691 0.58128 0.65225 0.110
H 0.78024 2.15652 0.98247 0.095
H -0.22921 2.69764 -0.42200 0.103
```

***

4.
Computed, not measured: the molecule C5H8O, with wB97M-V/def2-TZVPD.

Summary:
HOMO energy   -9.478 eV
Multiplicity   1
Total energy   -7360.61782 eV
SMILES   C=C[C@H](C)C=O
LUMO level   1.1 eV

```
14
Properties=species:S:1:pos:R:3:lowdin_charge:R:1
C 1.28676 1.19642 -0.04050 0.011
C 0.68912 0.35910 -0.88636 -0.142
C -0.43439 -0.51760 -0.36376 -0.333
C -1.60194 0.23765 0.27401 -0.063
C 0.51657 -1.31571 0.52855 -0.261
O 1.31866 -2.08480 0.05468 0.041
H 0.80893 1.46956 0.89728 0.061
H 2.28999 1.56793 -0.19872 0.064
H 1.16403 0.04816 -1.81504 0.115
H -0.80167 -1.22295 -1.11399 0.140
H -1.27584 1.09267 0.87462 0.067
H -2.24755 0.63683 -0.51716 0.083
H -2.22019 -0.40422 0.91039 0.079
H 0.52481 -1.06283 1.61200 0.139
```

***

What did the fourth record say?
Computed, not measured: the molecule C5H8O, with wB97M-V/def2-TZVPD.

Summary:
HOMO energy   -9.478 eV
Multiplicity   1
Total energy   -7360.61782 eV
SMILES   C=C[C@H](C)C=O
LUMO level   1.1 eV

```
14
Properties=species:S:1:pos:R:3:lowdin_charge:R:1
C 1.28676 1.19642 -0.04050 0.011
C 0.68912 0.35910 -0.88636 -0.142
C -0.43439 -0.51760 -0.36376 -0.333
C -1.60194 0.23765 0.27401 -0.063
C 0.51657 -1.31571 0.52855 -0.261
O 1.31866 -2.08480 0.05468 0.041
H 0.80893 1.46956 0.89728 0.061
H 2.28999 1.56793 -0.19872 0.064
H 1.16403 0.04816 -1.81504 0.115
H -0.80167 -1.22295 -1.11399 0.140
H -1.27584 1.09267 0.87462 0.067
H -2.24755 0.63683 -0.51716 0.083
H -2.22019 -0.40422 0.91039 0.079
H 0.52481 -1.06283 1.61200 0.139
```